1.
ORCA calculation (ωB97M-V/def2-TZVPD) on 2 unconnected molecules or ions with the total composition CH4Cl2Si.

CARTESIAN COORDINATES (ANGSTROEM)
C 1.908597 0.211968 0.531438
Si -1.424147 -0.244825 -0.641971
Cl -2.229697 1.548164 -0.263281
Cl -2.177141 -1.688825 0.492310
H 2.728197 0.589766 -0.082115
H 1.300535 1.016085 0.990796
H 1.795937 -0.836158 0.916630
H -1.902280 -0.596173 -1.943804

Forces on the atoms, in the same order (eV/Å):
-0.886 0.082 0.683
1.342 0.229 -0.392
-0.409 1.001 0.393
-0.502 -1.009 1.123
-0.238 -0.658 0.078
0.373 -0.811 -0.210
0.374 1.333 -0.623
-0.054 -0.167 -1.052

Results
Relative energy (zero: lowest compared OMol25 entry of this formula, charge and spin): 97.5 kcal per mole
HOMO (spin up / spin down): -0.335 / -0.305 Eh
Frontier orbital gap (spin up / spin down): 8.0 / 8.2 eV
2S+1: 1

Atom charges from the Mulliken analysis, given in e for atoms 1 to 6: number 1, C, carries -0.861; number 2, Si, carries 0.456; number 3, Cl, carries -0.184; number 4, Cl, carries -0.178; number 5, H, carries 0.274; number 6, H, carries 0.292


2.
ORCA calculation (ωB97M-V/def2-TZVPD) on a molecular structure, CH4ClNO.

CARTESIAN COORDINATES (ANGSTROEM)
C 0.284679 -0.166100 0.239431
N -0.638320 0.771449 -0.275737
O -0.004915 -1.416639 -0.225592
Cl 1.972547 0.218148 -0.263455
H 0.042548 -0.146437 1.593837
H -0.423139 1.640458 0.104200
H -1.650581 0.672887 -0.115389
H 0.417180 -1.573768 -1.057297

Forces on the atoms, in the same order (eV/Å):
-1.986 -0.554 3.694
-0.640 0.231 -1.497
-0.656 -0.646 1.389
-0.363 0.438 0.570
1.728 -0.545 -3.852
0.553 2.020 0.493
0.956 -0.990 0.100
0.409 0.046 -0.898

Results
Relative energy (zero: lowest compared OMol25 entry of this formula, charge and spin): 40.7 kcal per mole
HOMO: -0.358 Eh
Frontier orbital gap: 10.7 eV
2S+1: 1

Atom charges from the Mulliken analysis, given in e for atoms 1 to 6: number 1, C, carries 0.183; number 2, N, carries -0.558; number 3, O, carries -0.456; number 4, Cl, carries -0.205; number 5, H, carries 0.271; number 6, H, carries 0.212


3.
ORCA calculation (ωB97M-V/def2-TZVPD) on CH4ClNOS2 in the gas phase.

CARTESIAN COORDINATES (ANGSTROEM)
C 1.967273 -0.652442 -0.101659
N -2.192470 0.093015 0.318435
O 0.825585 -2.989847 -0.713114
S -0.961274 -0.796679 1.137139
S 1.092814 -2.211284 0.482181
Cl 3.244432 -1.039504 -1.268884
H 1.256341 0.008508 -0.588494
H 2.402635 -0.185729 0.777922
H -2.830967 -0.491400 -0.207318
H -1.866997 0.906157 -0.188828

Forces on the atoms, in the same order (eV/Å):
-0.110 -0.477 0.027
1.499 -1.028 0.123
0.000 -0.809 -0.704
-0.593 0.323 0.512
-0.633 2.013 -0.142
-0.054 -0.058 0.203
0.005 -0.104 0.059
-0.037 0.047 0.017
0.043 0.150 -0.057
-0.120 -0.057 -0.038

Results
Relative energy (zero: lowest compared OMol25 entry of this formula, charge and spin): 18.4 kcal per mole
HOMO (spin up / spin down): -0.323 / -0.323 Eh
Frontier orbital gap (spin up / spin down): 7.5 / 7.4 eV
2S+1: 1

Atom charges from the Mulliken analysis, given in e for atoms 1 to 6: number 1, C, carries -0.449; number 2, N, carries -0.456; number 3, O, carries -0.437; number 4, S, carries -0.068; number 5, S, carries 0.393; number 6, Cl, carries -0.153


4.
ORCA calculation (ωB97M-V/def2-TZVPD) on CH4ClO2P in the gas phase.

CARTESIAN COORDINATES (ANGSTROEM)
O -2.067537 -0.940186 -0.045250
P -1.247753 0.367725 0.084945
O 0.412676 -0.540510 -0.266620
C 1.587046 0.088830 0.142841
Cl 1.354743 1.891065 0.098549
H -2.620363 -1.210246 0.701521
H -1.559749 0.687962 -1.209897
H 1.825214 -0.271685 1.233645
H 2.315722 -0.072956 -0.739735

Forces on the atoms, in the same order (eV/Å):
-2.398 -2.760 0.241
3.794 0.225 0.723
-2.282 1.690 0.490
-0.242 -0.997 -0.508
0.374 0.156 0.340
0.502 0.054 -0.079
0.523 0.670 -1.166
0.253 1.024 -2.187
-0.524 -0.062 2.146

Results
Relative energy (zero: lowest compared OMol25 entry of this formula, charge and spin): 27.3 kcal per mole
HOMO: -0.342 Eh
Frontier orbital gap: 9.8 eV
Structure (SMILES): OPOCCl
2S+1: 1

Atom charges from the Mulliken analysis, given in e for atoms 1 to 6: number 1, O, carries -0.426; number 2, P, carries 0.320; number 3, O, carries -0.402; number 4, C, carries -0.136; number 5, Cl, carries -0.233; number 6, H, carries 0.354


5.
ORCA calculation (ωB97M-V/def2-TZVPD) on 2 unconnected molecules or ions with the total composition CH4ClP.

CARTESIAN COORDINATES (ANGSTROEM)
C -0.766077 -0.110327 0.426753
P -1.333384 -0.449053 -1.109408
H -0.365385 -0.879678 0.906490
H -0.666656 0.890355 0.928643
H -1.809398 0.989010 -1.383586
Cl 4.163489 -1.216500 -0.658309
H 3.232354 -1.247615 0.281081

Forces on the atoms, in the same order (eV/Å):
-1.330 3.791 -2.253
-0.552 2.326 0.532
1.714 -3.230 2.322
-0.382 -1.151 -0.663
0.558 -1.741 0.067
-0.890 -0.031 0.900
0.883 0.036 -0.906

Results
Relative energy (zero: lowest compared OMol25 entry of this formula, charge and spin): 32.4 kcal per mole
HOMO: -0.368 Eh
Frontier orbital gap: 10.1 eV
Structure (SMILES): C=P.Cl
2S+1: 1

Atom charges from the Mulliken analysis, given in e for atoms 1 to 6: number 1, C, carries -0.510; number 2, P, carries -0.069; number 3, H, carries 0.340; number 4, H, carries 0.222; number 5, H, carries 0.021; number 6, Cl, carries -0.254


6.
ORCA calculation (ωB97M-V/def2-TZVPD) on 2 unconnected molecules or ions with the total composition CH4F2NP.

CARTESIAN COORDINATES (ANGSTROEM)
N 0.266930 -1.880924 -3.842927
C -0.230962 -1.089731 -3.021323
F -1.476351 -1.049084 -2.723761
F 0.382931 -0.134144 -2.317291
H 1.236548 -1.849211 -4.004550
P -0.654617 -0.729906 1.417889
H -0.507339 -1.689180 0.259225
H 0.721858 -0.999731 1.885725
H -0.816601 -1.763086 2.325442

Forces on the atoms, in the same order (eV/Å):
-2.027 0.150 0.685
1.980 -0.210 -0.805
-1.318 -0.096 0.228
0.064 -0.233 -0.138
1.300 0.391 0.047
1.738 -1.114 -0.790
-0.130 0.976 1.268
-0.599 0.783 -0.856
-1.008 -0.648 0.362

Results
Relative energy (zero: lowest compared OMol25 entry of this formula, charge and spin): 70.6 kcal per mole
HOMO: -0.387 Eh
Frontier orbital gap: 11.3 eV
Structure (SMILES): N=C(F)F.P
2S+1: 1

Atom charges from the Mulliken analysis, given in e for atoms 1 to 6: number 1, N, carries -0.506; number 2, C, carries 0.626; number 3, F, carries -0.193; number 4, F, carries -0.195; number 5, H, carries 0.268; number 6, P, carries -0.125


7.
ORCA calculation (ωB97M-V/def2-TZVPD) on a molecular structure, CH4F7KN2O13S5.

CARTESIAN COORDINATES (ANGSTROEM)
K -0.277777 -0.134520 -0.806364
N 0.978193 -3.365630 1.883966
S -0.295327 -3.087850 2.679606
O -1.341637 -4.057770 2.797136
O -0.612737 -1.659300 2.878676
F 0.296933 -3.357030 4.159346
S 0.215713 -3.237340 0.366836
O 0.124463 -1.834760 -0.126894
O -0.787827 -4.219620 -0.049254
F 1.508583 -3.681640 -0.450594
N 2.089443 1.529910 2.311306
S 1.009253 0.907380 3.454646
O 1.584193 0.568220 4.768186
O -0.141697 0.167560 3.048176
F 0.323743 2.260480 3.810506
S 2.209523 0.272240 1.481436
O 1.286983 0.294200 0.367196
O 2.604763 -0.985820 2.015916
F 3.541053 0.701170 0.755326
C -1.618237 3.125820 -2.984114
F -2.945927 3.460400 -2.842154
F -1.196217 3.782500 -4.061004
F -1.025727 3.489760 -1.822044
S -1.421267 1.212670 -3.372104
O -2.489537 0.932740 -4.359194
O -0.038407 1.034820 -3.943344
O -1.665607 0.488740 -2.140224
O 0.874963 -0.072210 -2.658034
H 1.068383 -0.716720 -3.338804
H 0.292103 0.557450 -3.082334
O -1.069217 1.906010 -0.477134
H -1.986197 1.841350 -0.743954
H -1.094937 1.876790 0.479286

Forces on the atoms, in the same order (eV/Å):
-2.296 2.279 -0.524
-1.220 -0.808 -4.322
-2.617 2.957 7.951
-0.685 -0.476 -1.696
-1.194 -6.598 -2.316
1.280 -0.176 0.125
2.450 0.285 -2.788
0.640 -10.737 4.387
1.407 1.778 1.153
-0.012 -0.450 0.159
-2.400 -0.063 4.508
-0.244 1.172 4.131
-0.007 0.177 -2.650
2.231 4.102 -0.625
-0.128 2.182 0.156
2.035 -1.781 -5.720
4.075 0.941 3.820
-0.636 -0.061 0.976
1.077 0.442 -0.527
-0.782 -0.874 0.688
0.963 -0.592 -0.039
0.504 0.282 0.490
-0.128 1.771 -3.573
-3.743 -0.345 -3.351
1.657 1.202 0.954
-7.544 7.469 -6.964
-3.111 1.966 -4.899
6.822 -6.528 4.197
0.194 0.009 0.049
2.216 -1.086 2.211
-0.837 1.551 3.260
-0.174 -0.048 0.178
0.204 0.058 0.601

Results
Charge: -2
HOMO: -0.143 Eh
Frontier orbital gap: 8.2 eV
2S+1: 1

Atom charges from the Mulliken analysis, given in e for atoms 1 to 6: number 1, K, carries 0.740; number 2, N, carries -0.303; number 3, S, carries 0.976; number 4, O, carries -0.643; number 5, O, carries -0.492; number 6, F, carries -0.369


8.
ORCA calculation (ωB97M-V/def2-TZVPD) on 3 unconnected molecules or ions with the total composition CH4FN3O.

CARTESIAN COORDINATES (ANGSTROEM)
H -0.764878 -0.908585 0.833426
N -0.594484 0.101616 0.420477
N -1.577855 0.725729 0.087039
H -1.345393 1.736243 0.136782
N 3.163992 -1.127953 0.004785
C 2.521214 -0.135772 -0.152467
O 2.143316 0.945453 -0.191393
H 3.428130 -1.761700 -0.728902
F -3.914806 0.032075 -0.266637
H -3.059236 0.392893 -0.143109

Forces on the atoms, in the same order (eV/Å):
-0.538 1.617 -2.076
1.430 -1.600 2.341
-0.596 0.624 1.074
0.340 -0.271 -1.200
0.431 -2.180 0.235
1.194 0.890 -0.253
-1.350 1.525 -0.106
-0.096 -0.101 0.054
-1.646 -0.471 -0.253
0.832 -0.033 0.183

Results
Relative energy (zero: lowest compared OMol25 entry of this formula, charge and spin): 16.8 kcal per mole
HOMO: -0.370 Eh
Frontier orbital gap: 9.9 eV
Structure (SMILES): [H]/N=N/[H].N=C=O.F
2S+1: 1

Atom charges from the Mulliken analysis, given in e for atoms 1 to 6: number 1, H, carries 0.238; number 2, N, carries -0.195; number 3, N, carries -0.277; number 4, H, carries 0.241; number 5, N, carries -0.447; number 6, C, carries 0.515


9.
ORCA calculation (ωB97M-V/def2-TZVPD) on CH4FNO2 in the gas phase.

CARTESIAN COORDINATES (ANGSTROEM)
O 1.140437 0.852054 -0.328271
C 0.068340 -0.061684 -0.363016
O 0.569314 -1.328017 -0.130163
N -1.003694 0.489711 0.382063
F -2.115512 -0.067159 -0.263984
H 1.192104 1.072684 0.564514
H -0.377643 -0.050362 -1.446585
H 1.549956 -1.161248 0.081488
H -1.023306 0.254023 1.503955

Forces on the atoms, in the same order (eV/Å):
-0.328 -0.864 -1.921
0.411 0.825 -3.875
1.842 -0.098 1.359
-0.247 -0.281 3.300
-0.899 -0.197 0.998
0.587 1.184 2.454
1.024 0.036 1.859
-2.121 -0.610 -0.488
-0.269 0.005 -3.686

Results
Relative energy (zero: lowest compared OMol25 entry of this formula, charge and spin): 93.3 kcal per mole
HOMO: -0.383 Eh
Frontier orbital gap: 10.9 eV
Structure (SMILES): OC(O)NF
2S+1: 1

Atom charges from the Mulliken analysis, given in e for atoms 1 to 6: number 1, O, carries -0.474; number 2, C, carries 0.187; number 3, O, carries -0.482; number 4, N, carries -0.186; number 5, F, carries -0.184; number 6, H, carries 0.276


10.
ORCA calculation (ωB97M-V/def2-TZVPD) on 2 unconnected molecules or ions with the total composition CH4FNS.

CARTESIAN COORDINATES (ANGSTROEM)
C -0.943176 -0.097431 0.319900
N 0.185235 0.440315 -0.477014
F 2.551822 -1.253697 -0.155838
S 1.602319 0.737844 0.177591
H -1.893790 0.565799 0.115093
H -0.995464 -1.174316 -0.093459
H -0.490126 -0.241787 1.385088
H -0.016818 1.023273 -1.271361

Forces on the atoms, in the same order (eV/Å):
0.552 -1.408 -0.412
0.183 1.519 1.298
-1.302 2.859 0.391
1.236 -3.243 -0.635
1.854 -1.594 0.903
-0.845 1.614 0.755
-1.488 0.720 -1.687
-0.190 -0.466 -0.612

Results
Relative energy (zero: lowest compared OMol25 entry of this formula, charge and spin): 63.5 kcal per mole
HOMO: -0.363 Eh
Frontier orbital gap: 8.6 eV
2S+1: 1

Atom charges from the Mulliken analysis, given in e for atoms 1 to 6: number 1, C, carries -0.589; number 2, N, carries -0.151; number 3, F, carries -0.569; number 4, S, carries 0.230; number 5, H, carries 0.260; number 6, H, carries 0.250